ORCA calculation (ωB97M-V/def2-TZVPD) on a structure of composition C38H35BrF3N10O8SbW in a non-equilibrium geometry.

Positions of all 97 atoms, in Å:
W  2.65409  -11.43760  21.80808
O  3.88334  -13.09154  22.21676
C  4.98157  -13.15570  22.89704
C  5.70275  -12.03916  23.38452
C  6.97416  -12.30033  23.88630
C  7.68827  -11.23514  24.27842
C  7.22596  -9.92338  24.18211
C  5.96652  -9.67642  23.65364
C  5.21924  -10.73589  23.27527
O  4.09566  -10.44878  22.57077
N  9.08538  -11.49838  24.68634
O  9.85095  -10.62104  24.33116
O  9.46338  -12.56215  25.13350
H  5.28217  -14.14462  23.10603
H  7.29861  -13.32433  24.11524
H  7.86335  -9.10046  24.52656
H  5.55129  -8.67221  23.60395
N  0.68337  -14.01415  21.74339
N  -0.50865  -13.45071  21.34271
C  -0.66385  -12.19131  21.14577
N  -1.81550  -11.73228  20.65159
N  0.36831  -11.30657  21.48622
N  0.35139  -10.02000  21.42353
O  -0.57429  -9.30241  21.34420
O  1.52598  -9.57539  21.60672
H  1.26082  -14.38647  21.04552
H  0.45391  -14.71033  22.47612
H  -1.45084  -13.94121  21.35383
H  -2.41638  -12.28704  20.04312
H  -1.84246  -10.74869  20.53000
C  1.60907  -5.74144  16.74411
C  0.34720  -6.01331  16.03112
C  -0.91394  -5.57503  16.84024
C  0.24061  -7.47830  15.57310
N  0.22831  -8.47392  16.67107
C  1.17701  -8.90386  17.49553
N  0.68517  -9.87231  18.22987
N  -0.56850  -9.99713  17.84677
N  -0.87781  -9.20354  16.91307
H  1.63106  -4.67032  17.00703
H  2.37493  -5.93354  16.06467
H  1.76628  -6.30894  17.68029
H  0.39261  -5.42041  15.08233
H  -0.73227  -5.77947  17.92388
H  -1.83283  -6.11812  16.51734
H  -0.97804  -4.46573  16.70880
H  1.02107  -7.81711  14.90514
H  -0.73935  -7.69459  15.14344
H  2.20921  -8.67318  17.56215
F  -3.44948  -13.47511  27.32119
C  -2.37663  -13.20353  26.60609
C  -1.17318  -13.81804  26.96357
C  -0.01836  -13.48659  26.23911
C  -0.08220  -12.54170  25.23250
C  -1.29728  -11.86444  24.99205
C  -2.49144  -12.22028  25.60243
Sb  1.73950  -11.58293  24.50751
C  3.35680  -11.86929  25.84814
C  3.97703  -10.77640  26.45686
C  5.06386  -10.97258  27.25309
C  5.57114  -12.22017  27.61965
F  6.49212  -12.28953  28.53495
C  4.90849  -13.28907  27.09604
C  3.88537  -13.07769  26.16943
C  1.33322  -9.64466  25.11562
C  0.67997  -9.39394  26.32440
C  0.68372  -8.23264  26.98675
C  1.36221  -7.20470  26.35805
F  1.27243  -5.92284  26.72301
C  2.11242  -7.33775  25.19726
C  2.10683  -8.58981  24.56177
H  -1.17442  -14.57286  27.75222
H  0.93534  -13.87380  26.58613
H  -1.33735  -10.99756  24.38208
H  -3.40780  -11.72595  25.46763
H  3.58737  -9.75117  26.17276
H  5.39556  -9.98392  27.67666
H  5.21525  -14.32313  27.27464
H  3.43487  -13.93959  25.69612
H  0.25969  -10.25599  26.79909
H  0.15504  -8.13368  27.92321
H  2.66832  -6.45099  24.88863
H  2.62497  -8.76389  23.63883
Br  2.62634  -12.94615  13.24222
C  2.77725  -12.66797  15.09207
C  3.38797  -11.50077  15.51843
C  3.52830  -11.28873  16.88157
C  2.89450  -12.15152  17.85130
C  2.22069  -13.27178  17.35882
C  2.10901  -13.50696  15.98755
C  2.98940  -11.85505  19.28405
O  2.35760  -12.59139  20.12592
O  3.53182  -10.81347  19.83515
H  3.82462  -10.84690  14.79131
H  3.97828  -10.35028  17.28557
H  1.78240  -13.98784  18.07371
H  1.54335  -14.31743  15.62401

Forces on atoms 1 to 6 (eV/Å):
W -0.497 0.562 -0.902
O 1.571 -0.042 1.116
C -2.886 1.423 -1.370
C -0.466 -1.155 -0.474
C -0.717 -1.022 0.955
C 1.129 0.217 0.641

DFT total energy   -5798.7069 a.u.
Charge   +2
Multiplicity   3
Expectation value of S²   2.015
HOMO (alpha / beta)   -13.37 / -13.49 eV
Orbital gap (alpha / beta)   0.2537 / 0.2441 Eh
LUMO energy (alpha / beta)   -6.47 / -6.84 eV
Energy relative to the best compared isomer or geometry (same formula, charge and spin)   0.0 kcal per mole

ORCA calculation (ωB97M-V/def2-TZVPD) on a structure of composition C47H46BCrF2GeN5OS.

Positions of all 105 atoms, in Å:
Cr  0.68410  -0.10032  1.27282
C  -1.23623  3.14457  3.55878
C  -0.43587  2.43465  2.65581
N  -0.45197  1.11237  2.56991
C  -1.25018  0.43854  3.43885
C  -2.08441  1.06043  4.36885
C  -2.07449  2.46640  4.40488
C  -2.87248  0.24795  5.25383
C  -2.78655  -1.09966  5.23011
C  -1.90055  -1.75882  4.31276
C  -1.71340  -3.15126  4.26163
C  -0.82718  -3.68488  3.35723
C  -0.13758  -2.83004  2.48961
N  -0.29651  -1.51840  2.51805
C  -1.15612  -0.98664  3.41721
H  -1.17703  4.22308  3.56566
H  0.24069  2.95871  1.99490
H  -2.70676  2.99172  5.10863
H  -3.52735  0.74550  5.95713
H  -3.37139  -1.70312  5.91153
H  -2.26285  -3.78933  4.94264
H  -0.65369  -4.74993  3.30060
H  0.56010  -3.21351  1.75496
F  2.47852  1.75255  3.00006
B  2.09624  0.52302  2.65185
F  2.58495  -0.43467  3.47895
O  -1.05761  -0.48011  -0.15698
S  -2.45569  -0.95824  0.17937
C  -2.59000  -2.60778  -0.48149
C  -2.34112  -2.87144  -1.82396
C  -2.41882  -4.17624  -2.27637
C  -2.74365  -5.20337  -1.39458
C  -2.99258  -4.93038  -0.05910
C  -2.91359  -3.62291  0.40488
C  -3.53424  -0.10492  -0.94705
C  -4.89618  -0.14195  -0.68052
C  -5.76549  0.48390  -1.55864
C  -5.26626  1.14578  -2.67430
C  -3.90065  1.19315  -2.91261
C  -3.01908  0.56487  -2.04450
H  -2.09748  -2.06473  -2.50354
H  -2.23491  -4.39625  -3.31942
H  -2.80939  -6.22020  -1.75670
H  -3.25445  -5.72954  0.62076
H  -3.10914  -3.39231  1.44433
H  -5.27166  -0.65424  0.19707
H  -6.82942  0.46326  -1.36887
H  -5.94749  1.63959  -3.35370
H  -3.51318  1.73353  -3.76540
H  -1.94877  0.62607  -2.19388
C  4.72164  -3.15864  0.23736
N  3.79097  -2.04645  0.13171
C  4.25584  -0.81070  0.72920
C  2.55000  -2.17759  -0.37867
N  1.54202  -1.40987  -0.03333
N  2.38716  -3.19108  -1.30173
C  1.04025  -3.60598  -1.64756
C  3.30153  -3.24163  -2.44332
H  5.08615  -3.21439  1.26490
H  5.58329  -3.02265  -0.42033
H  4.22644  -4.09167  -0.01352
H  5.27554  -0.62264  0.38730
H  4.26266  -0.86921  1.81801
H  3.61938  0.00926  0.41463
H  0.79901  -1.51441  -0.71803
H  0.55750  -2.91009  -2.34475
H  0.42228  -3.69505  -0.75430
H  1.09371  -4.58234  -2.12835
H  4.25299  -2.78465  -2.19592
H  2.87320  -2.69718  -3.29030
H  3.47545  -4.27784  -2.73492
C  2.30100  0.15095  -4.69910
C  1.13814  -0.27521  -4.06880
C  0.81469  0.20770  -2.80946
C  1.62736  1.13194  -2.14570
C  2.77869  1.56036  -2.80368
C  3.11843  1.07091  -4.06124
Ge  1.06514  1.83695  -0.37870
C  -0.50511  2.94376  -0.85419
C  -0.36734  3.90170  -1.86189
C  -1.42400  4.72171  -2.22688
C  -2.64934  4.60870  -1.57980
C  -2.80983  3.66270  -0.58032
C  -1.74735  2.83551  -0.23314
C  2.39103  3.20251  0.14473
C  3.75568  2.91478  0.21497
C  4.67106  3.84323  0.68575
C  4.23861  5.09421  1.10473
C  2.89091  5.40760  1.03256
C  1.98230  4.47195  0.55294
H  2.55711  -0.21848  -5.68338
H  0.47838  -0.97696  -4.56722
H  -0.10225  -0.13292  -2.33504
H  3.42232  2.29892  -2.34166
H  4.01803  1.42431  -4.54901
H  0.58465  4.01195  -2.37072
H  -1.29257  5.45413  -3.01287
H  -3.47323  5.25375  -1.85730
H  -3.76509  3.55540  -0.08054
H  -1.90307  2.07556  0.52500
H  4.12412  1.95059  -0.11467
H  5.72356  3.59276  0.72615
H  4.94934  5.82072  1.47478
H  2.54438  6.38626  1.34018
H  0.93611  4.75237  0.48338

Forces on atoms 1 to 6 (eV/Å):
Cr -0.099 -0.061 -0.066
C 0.002 -0.021 -0.028
C -0.048 -0.002 0.046
N -0.017 0.105 0.052
C 0.028 -0.043 -0.007
C 0.003 0.089 -0.007

DFT total energy   -5911.6982 a.u.
Charge   +1
Multiplicity   2
Expectation value of S²   0.796
HOMO (alpha / beta)   -9.79 / -9.54 eV
Orbital gap (alpha / beta)   0.2481 / 0.2407 Eh
LUMO energy (alpha / beta)   -3.04 / -2.99 eV

ORCA calculation (ωB97M-V/def2-TZVPD) on a structure of composition C11H21F2NO15S2Zn in a non-equilibrium geometry.

Positions of all 53 atoms, in Å:
Zn  0.42907  0.26759  -0.51686
N  1.67738  -0.84595  -1.44943
S  1.76808  -1.37221  -2.93595
O  1.14491  -2.62287  -3.22051
O  2.89885  -0.91095  -3.68313
F  0.66054  -0.33367  -3.51969
S  2.69496  -2.14094  -0.92355
O  4.04672  -2.20233  -1.39047
O  2.06134  -3.38013  -0.59321
F  2.84238  -1.47249  0.52074
C  -1.76309  3.55570  -1.23589
C  -1.02428  2.30618  -0.89216
O  -1.03156  1.70845  0.21525
O  -0.09287  1.91742  -1.67080
H  -2.54217  3.35309  -1.97134
H  -1.06535  4.32861  -1.54119
H  -2.32649  3.87793  -0.35779
C  -2.62037  -0.96011  1.36735
O  -1.72360  -1.23086  2.42466
C  -0.40922  -1.12266  2.23351
O  0.10606  -0.84635  1.18206
O  0.23802  -1.17989  3.36526
C  -0.40675  -1.18819  4.65807
H  -2.71715  -1.77081  0.64596
H  -2.41602  -0.04633  0.80879
H  -3.58494  -0.80871  1.85144
H  -0.83091  -0.19810  4.81402
H  0.36010  -1.36651  5.40449
H  -1.19645  -1.92736  4.76126
C  3.10496  0.54444  3.04159
O  2.76791  1.89243  2.67369
C  2.28143  2.13946  1.48108
O  1.88419  1.32561  0.68473
O  2.35454  3.44758  1.30706
C  1.64881  4.06372  0.25917
H  3.66432  0.57728  3.96956
H  3.79399  0.19834  2.26734
H  2.23141  -0.09816  3.02189
H  1.91545  3.64663  -0.71332
H  1.88541  5.12402  0.16535
H  0.56866  4.06178  0.41385
C  -1.16605  -3.70501  -1.31214
O  -1.91127  -2.93029  -2.22435
C  -1.91066  -1.61392  -2.16649
O  -1.30821  -0.92452  -1.37800
O  -2.68742  -1.18561  -3.13258
C  -2.88053  0.20236  -3.34932
H  -1.82796  -4.12129  -0.55213
H  -0.34706  -3.21609  -0.77839
H  -0.62451  -4.51121  -1.80443
H  -2.89447  0.76781  -2.41530
H  -3.75184  0.37284  -3.96969
H  -1.96823  0.55429  -3.84010

Forces on atoms 1 to 6 (eV/Å):
Zn -1.171 1.403 0.363
N 3.240 -3.999 -0.291
S -2.630 3.938 -6.294
O 0.651 -0.409 0.710
O 0.016 -1.069 0.996
F -0.029 -0.363 0.538

DFT total energy   -4390.5739 a.u.
HOMO   -9.78 eV
Orbital gap   0.3634 Eh
LUMO energy   0.11 eV
Energy relative to the best compared isomer or geometry (same formula, charge and spin)   0.0 kcal per mole

ORCA calculation (ωB97M-V/def2-TZVPD) on an isolated molecule of C5H10O in a non-equilibrium geometry.

Positions of all 16 atoms, in Å:
C  1.77093  0.16547  0.50553
C  0.94061  0.30370  -0.77730
C  -0.51712  0.11087  -0.45190
C  -0.92251  -1.26112  0.07821
C  -1.41037  1.03463  0.23231
O  -1.59051  0.51260  -1.24163
H  1.65927  -0.82863  0.95362
H  1.46059  0.90206  1.25727
H  2.83489  0.31720  0.30637
H  1.23579  -0.46593  -1.50035
H  1.11544  1.27874  -1.24303
H  -0.61935  -2.02287  -0.63722
H  -0.50786  -1.44123  1.07040
H  -2.01987  -1.28455  0.14670
H  -1.68423  2.06051  0.09566
H  -1.74571  0.61856  1.20534

Forces on atoms 1 to 6 (eV/Å):
C 0.078 -0.004 0.029
C -0.045 0.032 -0.134
C 0.370 -0.369 0.515
C 0.299 -0.334 0.079
C -0.564 0.140 -0.538
O -0.817 0.301 1.194

SMILES   CC[C@@]1(C)CO1
DFT total energy   -271.6624 a.u.
HOMO   -9.68 eV
Orbital gap   0.3925 Eh
LUMO energy   1.01 eV
Energy relative to the best compared isomer or geometry (same formula, charge and spin)   56.6 kcal per mole